Molecular formula: C5H8N4O2S
Method: DFT, ωB97M-V/def2-TZVPD

XYZ file:
```
20
C5H8N4O2S, DFT ωB97M-V/def2-TZVPD
H 0.53 1.13 3.34
N 0.07 0.54 2.60
C -0.38 1.13 1.60
C -1.17 0.51 0.59
S -2.36 -0.92 1.19
C -0.49 -0.53 -0.70
N 0.24 -1.67 -0.14
C 1.57 -1.48 -0.33
C 1.80 -0.36 -1.05
N 0.51 0.11 -1.51
N 0.10 1.12 -2.30
O 0.91 1.69 -2.97
O -1.07 1.35 -2.21
H -0.18 2.23 1.50
H -1.61 1.26 -0.12
H -1.90 -0.90 2.46
H -1.40 -0.89 -1.19
H -0.19 -2.26 0.65
H 2.40 -1.98 0.09
H 2.64 -0.06 -1.50
```

Kohn-Sham gap (eV): 8.203
Structure (SMILES): [H]/N=C/[C@H](S)[C@@H]1NC=CN1[N+](=O)[O-]
HOMO level (eV): -7.800
DFT total energy (hartree): -962.8002